Entry 1:
Molecular formula: C2HF3NP
Method: DFT, ωB97M-V/def2-TZVPD

The geometry in XYZ format:
```
8
Properties=species:S:1:pos:R:3:forces:R:3:mulliken_charge:R:1
C -2.620720 -1.011002 -0.028005 0.81 1.56 0.04 0.12
C -1.222411 1.185113 0.240185 0.39 0.60 0.08 0.41
N -3.188182 -1.995247 -0.105637 -1.24 -2.21 -0.16 -0.17
F -1.157562 1.680079 -0.984546 0.03 0.00 -0.50 -0.21
F -2.066677 1.903385 0.959852 -0.10 0.10 0.31 -0.20
F -0.289324 -0.413102 2.035316 0.12 0.23 0.01 -0.25
P 0.339646 0.623927 0.975059 -0.07 -0.31 0.58 0.24
H 0.570120 -0.317795 -0.044689 0.06 0.04 -0.36 0.05
```
Forces are in eV/Å.

For the frontier orbital gap (spin up / spin down), the calculation gives 0.321 / 0.243 hartree. Its spin multiplicity is 3.

=====

Entry 2:
Molecular formula: C2HF3O3S
Method: DFT, ωB97M-V/def2-TZVPD

The geometry in XYZ format:
```
10
Properties=species:S:1:pos:R:3:forces:R:3:mulliken_charge:R:1
C 0.179067 -0.639201 0.620946 -0.10 -3.80 0.29 0.37
C 1.278016 -0.155396 -0.312622 -0.78 -0.34 1.43 0.44
O -2.907324 0.576960 -0.478429 -4.13 -1.36 -1.42 -0.41
O -1.084780 2.106013 0.121920 1.73 2.44 0.56 -0.37
O 0.210714 -0.650548 1.801637 -0.26 0.46 -0.95 -0.39
F -0.648092 -1.556969 -0.107176 0.66 0.66 1.04 -0.26
F 0.873401 -0.026469 -1.558837 0.04 0.62 -0.63 -0.22
F 2.178692 -1.171907 -0.283616 0.31 0.78 0.21 -0.23
S -1.576144 0.756395 -0.052892 1.04 0.26 0.53 0.76
H 1.496450 0.761121 0.249069 1.49 0.29 -1.06 0.30
```
Forces are in eV/Å.

For the frontier orbital gap (spin up / spin down), the calculation gives 0.296 / 0.287 hartree. Its spin multiplicity is 3. The relative energy (zero: lowest compared OMol25 entry of this formula, charge and spin) comes out at 0.0000 eV.

=====

Entry 3:
Molecular formula: C2HF3Si
Method: DFT, ωB97M-V/def2-TZVPD

The geometry in XYZ format:
```
7
Properties=species:S:1:pos:R:3:forces:R:3:mulliken_charge:R:1
C -0.664309 0.841807 1.906862 -0.08 -0.20 0.07 0.35
C -0.331738 0.205044 0.948083 1.66 -1.15 -4.62 -0.95
Si 0.367291 -0.440649 -1.029473 -1.21 0.43 3.07 0.83
F 1.382582 -1.632932 -0.847821 -0.21 0.33 0.16 -0.21
F 1.082300 0.677274 -1.871976 -0.17 0.08 0.46 -0.21
F -0.844187 -0.971112 -1.889573 0.14 0.24 0.41 -0.21
H -0.991939 1.320569 2.783898 -0.13 0.28 0.44 0.39
```
Forces are in eV/Å.

For the frontier orbital gap, the calculation gives 0.429 hartree. The relative energy (zero: lowest compared OMol25 entry of this formula, charge and spin) comes out at 0.0000 eV.

=====

Entry 4:
Molecular formula: C2HF6GdNO4S2
Method: DFT, ωB97M-V/def2-TZVPD

The geometry in XYZ format:
```
17
Properties=species:S:1:pos:R:3:forces:R:3:mulliken_charge:R:1
N 1.005715 0.297770 -1.057044 -1.76 -0.14 -0.31 -0.40
S -0.518815 0.428386 -1.724246 2.38 -1.28 -1.64 0.53
O -0.539011 -0.279953 -3.043158 -0.38 0.97 2.08 -0.38
C -0.330263 2.226404 -2.218325 -0.11 1.79 -1.05 0.76
F 0.718480 2.410692 -3.000500 -0.35 -0.58 0.50 -0.17
F -0.217611 2.984307 -1.138844 -0.02 -0.43 0.21 -0.20
F -1.426473 2.576615 -2.881394 0.10 -0.40 0.25 -0.18
S 1.116325 -0.023019 0.478502 1.60 -0.46 2.60 1.31
O -0.001310 0.574525 1.288903 -0.23 -0.05 -0.39 -0.58
O 2.443561 0.246777 1.005033 -2.20 -0.44 -1.26 -0.59
Gd -1.989013 0.674540 2.499032 -0.28 -1.90 0.45 1.33
O -2.638856 -1.180934 3.327989 0.80 2.23 -0.91 -0.81
H -2.231347 -1.699200 4.022751 -0.09 -0.37 0.17 0.29
C 0.793717 -1.925400 0.754156 0.95 0.00 -1.01 0.67
F -0.484464 -2.255166 0.826670 -0.39 0.66 0.51 -0.18
F 1.272589 -2.523997 -0.321233 0.37 -0.01 -0.22 -0.21
F 1.458162 -2.331923 1.817250 -0.41 0.42 0.02 -0.18
```
Forces are in eV/Å.

For the frontier orbital gap (spin up / spin down), the calculation gives 0.346 / 0.121 hartree. Its spin multiplicity is 8. The relative energy (zero: lowest compared OMol25 entry of this formula, charge and spin) comes out at 0.0878 eV. The total charge is +1.

=====

Entry 5:
Molecular formula: C2HFFeO
Method: DFT, ωB97M-V/def2-TZVPD

The geometry in XYZ format:
```
6
Properties=species:S:1:pos:R:3:forces:R:3:mulliken_charge:R:1
H -0.378863 -1.477932 0.634450 1.42 1.20 1.22 0.29
C -0.216083 -0.302280 0.379105 -3.53 -4.75 -1.26 0.39
C -1.452642 -0.440339 -0.301222 -1.14 3.94 0.77 0.24
O 0.807819 0.220774 -0.037234 3.16 1.83 0.08 -0.59
F -2.405979 0.361477 -0.022766 0.03 -1.90 -0.61 0.02
Fe 1.943963 1.650277 0.222610 0.06 -0.32 -0.21 1.66
```
Forces are in eV/Å.

For the frontier orbital gap (spin up / spin down), the calculation gives 0.292 / 0.257 hartree. Its spin multiplicity is 5. The total charge is +2.

=====

Entry 6:
Molecular formula: C2HFLaO
Method: DFT, ωB97M-V/def2-TZVPD

The geometry in XYZ format:
```
6
Properties=species:S:1:pos:R:3:forces:R:3:mulliken_charge:R:1
H -2.171935 0.743301 0.138631 0.27 -0.85 -0.74 0.35
O -1.068414 -0.410175 1.401315 1.91 -1.76 0.22 -0.66
C -1.245443 0.126580 0.166063 -0.28 2.44 1.19 0.40
C -0.133559 0.326242 -0.580113 0.95 -0.15 -0.76 -0.61
F -0.224858 1.146992 -1.695180 0.18 -1.24 1.23 -0.18
La 1.147671 -0.953140 1.125599 -3.03 1.56 -1.14 1.70
```
Forces are in eV/Å.

For the frontier orbital gap, the calculation gives 0.232 hartree. The total charge is +1.

=====

Entry 7:
Molecular formula: C2HFO2
Method: DFT, ωB97M-V/def2-TZVPD

The geometry in XYZ format:
```
6
Properties=species:S:1:pos:R:3:forces:R:3:mulliken_charge:R:1
C 1.608245 -1.617523 -1.273394 0.29 -0.44 0.80 0.65
C 1.445148 -0.225865 -1.132271 -0.41 1.05 0.33 0.12
O 1.845116 -2.719097 -0.960823 0.07 -0.27 -0.28 -0.39
O 1.065824 -0.909097 -2.314763 -0.11 0.25 -0.44 -0.28
F 2.266656 0.802489 -1.201129 -0.21 -0.50 -0.10 -0.15
H -0.530429 0.332134 0.464146 0.37 -0.09 -0.31 0.05
```
Forces are in eV/Å.

For the frontier orbital gap (spin up / spin down), the calculation gives 0.351 / 0.366 hartree. The relative energy (zero: lowest compared OMol25 entry of this formula, charge and spin) comes out at 5.7771 eV.

=====

Entry 8:
Molecular formula: C2HFO2S
Method: DFT, ωB97M-V/def2-TZVPD

The geometry in XYZ format:
```
7
Properties=species:S:1:pos:R:3:forces:R:3:mulliken_charge:R:1
C 1.817402 0.065309 0.170048 -0.96 -0.40 -0.37 0.18
C 0.716393 -0.208398 -0.151281 -3.61 -0.57 0.02 -0.58
S -1.038043 -0.201319 -0.050298 -0.03 -1.69 -1.47 1.10
O -1.409594 -0.712067 1.221488 0.22 0.84 -0.15 -0.48
O -1.699045 -0.735627 -1.219883 1.36 1.28 1.42 -0.51
F -1.127965 1.362947 -0.096774 -0.44 -0.43 0.18 -0.17
H 2.740855 0.429155 0.126697 3.45 0.97 0.37 0.45
```
Forces are in eV/Å.

For the frontier orbital gap, the calculation gives 0.450 hartree. The relative energy (zero: lowest compared OMol25 entry of this formula, charge and spin) comes out at 0.0000 eV.

=====

Sequential DFT total energy output: -21015.531; -27215.035; -18123.244; -70570.044; -41214.905; -7704.576; -8896.286; -19734.487 eV